A:
C5H15N2 | wB97M-V/def2-TZVPD

Computed properties:
SMILES ... NCCCCC[NH3+]
Highest occupied orbital energy ... -0.454 Eh
LUMO energy ... -3.550 eV
Total charge ... +1
Orbital gap ... 8.8 eV

Geometry (Å):
C: 0.643 0.032 0.352
H: 0.786 2.819 -1.821
H: 2.059 1.074 -3.050
C: 0.435 1.471 -0.142
H: 1.526 -0.252 -0.244
N: 1.775 0.959 -2.086
C: 0.634 1.732 -1.698
H: -1.546 -1.777 2.931
H: -0.122 -1.874 2.033
H: -1.277 -3.014 1.931
H: 2.562 1.323 -1.565
N: -1.137 -2.009 2.024
H: -0.244 -1.924 -0.345
C: -0.478 -0.889 -0.112
H: -1.831 -0.077 1.516
H: 1.223 2.034 0.347
H: -0.327 1.493 -2.155
H: 0.927 -0.035 1.402
H: -0.553 1.829 0.156
H: -0.940 -0.523 -1.030
H: -2.528 -1.426 0.619
C: -1.588 -0.965 0.937

B:
C5H15N2 | wB97M-V/def2-TZVPD

Computed properties:
Highest occupied orbital energy ... -0.544 Eh
LUMO energy ... -3.233 eV
Total charge ... +1
Orbital gap ... 11.6 eV

Geometry (Å):
H: -2.006 -2.369 -1.066
H: -0.812 2.733 -0.155
H: -2.798 -0.076 -0.910
H: 3.233 0.261 0.539
H: 0.659 -1.021 1.607
H: -0.436 -1.999 -0.399
H: 2.064 -1.835 0.993
C: 1.745 -0.935 1.526
H: 0.285 0.411 -0.392
H: 1.904 1.202 1.195
H: 2.158 -0.945 2.528
H: 1.778 1.117 -1.159
H: 1.730 -0.496 -1.205
C: -1.516 1.908 -0.139
C: 2.155 0.264 0.694
H: -0.914 -1.337 -1.983
N: 1.474 0.309 -0.631
C: -1.256 -1.582 -0.978
H: -2.372 -0.759 0.653
C: -1.962 -0.409 -0.294
N: -1.041 0.736 -0.107
H: -2.582 2.078 -0.254

Need the numbers? Relative energies in kJ/mol: A 35.0; B 0.0.

A:
C5H15N2 | wB97M-V/def2-TZVPD

Computed properties:
SMILES ... CC[C@H]([NH3+])CNC
Highest occupied orbital energy ... -0.479 Eh
LUMO energy ... -3.345 eV
Total charge ... +1
Orbital gap ... 9.7 eV

Geometry (Å):
N: 1.431 -0.512 -0.073
H: 2.149 -0.616 0.646
C: 0.160 0.159 0.432
H: 2.331 1.043 2.219
H: -2.145 -1.819 -2.761
H: -0.368 0.639 -1.604
H: -1.528 1.169 -0.594
H: 0.935 0.729 3.235
H: -0.759 -2.615 -2.163
H: -0.552 1.942 1.295
C: -1.260 -1.657 -2.154
H: 0.902 2.123 0.389
N: -1.561 -0.988 -0.885
H: -2.557 -0.942 -0.728
C: 1.289 1.339 2.387
C: -0.849 0.276 -0.673
H: 1.825 0.063 -0.826
H: 1.297 2.331 2.854
C: 0.462 1.473 1.159
H: -0.716 -1.003 -2.839
H: 1.101 -1.367 -0.557
H: -0.236 -0.590 1.166

B:
C5H15N2 | wB97M-V/def2-TZVPD

Computed properties:
Highest occupied orbital energy ... -0.473 Eh
LUMO energy ... -4.747 eV
Total charge ... +1
Orbital gap ... 8.1 eV

Geometry (Å):
H: 2.342 0.334 -1.271
N: 1.906 -0.575 -1.412
C: 2.600 -1.504 -1.920
H: 0.440 0.502 2.590
H: -3.037 -0.083 1.764
H: 2.132 -2.469 -2.067
H: -1.567 1.735 0.866
C: -0.359 0.278 -1.819
H: 0.000 1.306 -1.744
H: -1.674 -0.792 0.917
H: -1.377 0.262 -1.432
C: 0.493 -0.662 -0.984
C: -1.296 1.182 1.765
H: 0.194 -1.703 -1.085
H: -1.686 -0.728 2.686
H: 3.630 -1.308 -2.185
C: -1.955 -0.183 1.779
H: 0.495 -0.351 0.065
H: -1.662 1.754 2.621
H: -0.377 -0.020 -2.865
H: 0.580 1.971 1.953
N: 0.178 1.055 1.778

C:
C5H15N2 | wB97M-V/def2-TZVPD

Computed properties:
Highest occupied orbital energy ... -0.470 Eh
LUMO energy ... -7.758 eV
Total charge ... +1
Orbital gap ... 5.0 eV

Geometry (Å):
H: -0.793 -0.749 -1.373
H: 3.131 0.442 -1.523
H: -3.054 -0.419 0.158
H: 0.144 -1.893 1.262
H: -2.704 1.426 -1.803
C: 1.209 -0.126 0.990
H: 1.908 1.828 0.340
C: -2.146 -1.062 0.350
N: -2.587 1.610 -0.808
N: 3.069 0.228 -0.565
H: -1.895 -0.912 1.474
C: -0.776 -0.630 -0.270
H: 3.946 0.368 -0.038
H: 1.288 0.832 -0.762
C: 1.922 0.789 -0.047
H: -2.465 -2.154 0.178
H: 1.009 -1.889 -0.264
H: -2.326 2.598 -0.636
C: 0.416 -1.225 0.448
H: -1.925 0.879 -0.406
H: 2.041 -0.455 1.717
H: 0.590 0.514 1.579

D:
C5H15N2 | wB97M-V/def2-TZVPD

Computed properties:
SMILES ... CNCCCC[NH3+]
Highest occupied orbital energy ... -0.457 Eh
LUMO energy ... -3.587 eV
Total charge ... +1
Orbital gap ... 8.9 eV

Geometry (Å):
H: 1.621 2.564 1.708
C: -1.550 0.006 0.383
H: 2.564 2.178 0.447
H: 2.324 -1.266 -0.132
H: 0.900 2.332 0.095
H: 1.952 0.132 1.759
H: -2.980 -1.352 1.170
H: -2.888 -1.382 -0.645
H: 0.235 -1.865 -0.858
C: -0.795 0.068 -0.995
C: 1.680 -0.363 -0.237
H: -0.574 1.145 -1.221
H: -1.157 -0.241 1.378
H: -1.633 -2.157 0.259
H: -1.441 -0.280 -1.829
C: 1.627 1.933 0.806
N: -2.400 -1.375 0.299
N: 1.319 0.421 0.959
H: 2.202 0.413 -0.737
C: 0.483 -0.823 -1.063
H: -2.356 0.756 0.620
H: 0.867 -0.845 -2.163

Need the numbers? Relative energies in kJ/mol: A 8.9; B 0.0; C 448.6; D 124.2.

A:
C5H15N2 | wB97M-V/def2-TZVPD

Computed properties:
Highest occupied orbital energy ... -0.525 Eh
LUMO energy ... -2.955 eV
Total charge ... +1
Orbital gap ... 11.3 eV

Geometry (Å):
H: -2.130 1.231 0.504
H: -2.842 1.460 -1.106
H: 1.322 2.034 -0.780
H: -0.252 -0.176 1.993
H: -0.166 -1.789 2.728
N: 0.846 -1.093 -0.423
H: -1.714 0.128 -0.799
H: -0.651 1.996 -2.083
C: 0.065 -1.821 0.601
H: 0.525 1.823 0.599
N: 0.493 1.583 -0.393
H: -0.929 3.084 -0.738
H: 2.014 -2.710 -0.933
H: 0.360 -2.870 0.575
H: -0.991 -1.774 0.324
C: -1.949 1.166 -0.568
H: 2.675 -1.002 -1.309
C: -0.792 2.040 -1.005
C: 0.240 -1.145 1.950
H: 1.303 -1.011 2.152
C: 1.904 -1.629 -0.862
H: 0.670 0.475 -0.425

B:
C5H15N2 | wB97M-V/def2-TZVPD

Computed properties:
SMILES ... C[NH2+]CCCCN
Highest occupied orbital energy ... -0.530 Eh
LUMO energy ... -2.936 eV
Total charge ... +1
Orbital gap ... 11.5 eV

Geometry (Å):
C: -0.279 -1.440 -1.122
H: 1.444 3.059 -0.062
C: -1.465 -0.255 -0.764
H: 0.882 1.190 -0.834
H: -0.028 3.169 0.745
N: 0.498 1.206 0.094
H: 0.377 -0.821 -1.793
H: 0.824 0.397 0.791
H: -1.614 1.557 0.703
H: -0.999 2.009 -1.016
C: 0.344 -2.200 0.005
H: 1.137 -2.747 -0.469
H: -0.379 -2.856 0.453
H: -2.173 -0.082 -1.647
H: 0.060 -0.954 1.705
H: 1.578 -1.814 1.666
C: -1.022 1.117 -0.169
H: 1.407 2.382 1.592
N: 0.878 -1.221 1.141
H: -2.166 -0.905 -0.010
C: 0.886 2.540 0.614
H: -0.762 -2.056 -1.848

Need the numbers? Relative energies in kJ/mol: A 0.0; B 140.3.

A:
C5H15N2 | wB97M-V/def2-TZVPD

Computed properties:
SMILES ... CCC[C@H](N)C[NH3+]
Highest occupied orbital energy ... -0.533 Eh
LUMO energy ... -3.411 eV
Total charge ... +1
Orbital gap ... 11.1 eV

Geometry (Å):
H: -2.100 -2.673 -0.737
H: 0.343 -1.132 0.453
H: 0.727 -1.171 -1.751
C: -1.766 -0.707 0.045
H: 1.339 2.569 0.753
H: -1.615 -1.483 -1.847
H: -0.731 1.711 0.148
C: -0.037 0.974 0.535
H: -0.254 0.844 1.605
H: 1.729 1.580 -0.620
H: -3.173 -1.544 -1.289
H: -2.377 0.170 -0.104
N: 0.069 -0.420 -1.538
C: 1.381 1.538 0.412
H: 0.654 0.384 -1.770
H: 3.389 1.232 1.174
N: -2.201 -1.699 -1.019
C: -0.263 -0.406 -0.081
H: -2.034 -1.173 0.981
H: 2.088 0.874 2.331
H: 2.434 -0.266 1.032
C: 2.399 0.797 1.286

B:
C5H15N2 | wB97M-V/def2-TZVPD

Computed properties:
SMILES ... CC[N@H+](C)CCN
Highest occupied orbital energy ... -0.504 Eh
LUMO energy ... -2.553 eV
Total charge ... +1
Orbital gap ... 11.2 eV

Geometry (Å):
H: -0.657 -1.476 -0.918
H: 1.410 1.417 -0.887
H: -1.905 -0.249 -1.317
C: 1.890 -0.587 -0.120
H: 2.075 -1.124 1.857
H: -1.984 1.766 -0.016
H: -0.430 2.554 0.143
H: -2.388 -0.213 1.227
N: -0.337 0.472 -0.163
H: -1.575 -1.822 1.303
H: 0.025 0.304 0.801
C: -1.265 -0.661 -0.542
C: -0.973 1.790 -0.390
N: 1.850 -0.347 1.258
H: -0.884 2.051 -1.439
H: 0.867 -0.002 -1.873
C: -2.071 -1.093 0.678
H: 1.490 -1.575 -0.338
H: -2.972 -1.587 0.331
H: 2.898 -0.547 -0.529
H: 2.150 0.507 1.697
C: 1.004 0.410 -0.886

C:
C5H15N2 | wB97M-V/def2-TZVPD

Computed properties:
Highest occupied orbital energy ... -0.502 Eh
LUMO energy ... -8.350 eV
Total charge ... +1
Orbital gap ... 5.3 eV

Geometry (Å):
N: -1.681 0.297 -1.585
H: 3.581 -1.383 0.622
H: 2.947 0.048 -0.189
C: -2.958 -0.743 0.197
H: 3.676 -1.239 -1.192
H: -2.915 -1.531 0.954
N: 0.431 0.944 -0.008
H: -3.311 0.116 0.769
H: -0.321 -0.365 1.406
C: -0.623 0.339 0.590
C: 3.121 -1.013 -0.291
C: -1.559 -0.481 -0.355
H: 1.964 2.274 0.136
H: -1.231 1.150 1.056
H: 1.952 0.886 1.325
H: 0.913 2.360 1.504
H: 2.107 -1.432 -0.386
H: -3.577 -1.065 -0.631
C: 1.371 1.656 0.797
H: -2.090 -0.138 -2.395
H: -0.986 -1.417 -0.516
H: -0.811 0.738 -1.807

D:
C5H15N2 | wB97M-V/def2-TZVPD

Computed properties:
Highest occupied orbital energy ... -0.475 Eh
LUMO energy ... -8.896 eV
Total charge ... +1
Orbital gap ... 4.0 eV

Geometry (Å):
H: 2.893 1.877 -1.195
H: 0.529 3.149 0.815
N: 0.038 0.685 -0.049
C: -2.131 -2.968 0.329
H: 0.700 -2.203 1.869
H: -1.528 -2.722 1.202
H: 0.201 -1.275 3.094
H: -0.050 -0.792 1.395
H: -2.765 -3.836 0.299
H: -2.390 -2.429 -1.693
H: 2.276 0.440 -1.914
C: 2.179 1.062 -1.028
H: 0.492 1.637 -1.834
H: -1.445 -1.241 -0.544
H: 1.697 3.600 -0.423
C: 0.732 1.661 -0.757
H: -0.034 3.692 -0.764
C: -1.944 -2.192 -0.745
N: 0.047 -1.471 2.120
H: -0.843 1.119 0.286
H: 2.564 0.530 -0.157
C: 0.739 3.115 -0.255

Need the numbers? Relative energies in kJ/mol: A 0.0; B 24.6; C 479.9; D 658.4.